109
Properties=species:S:1:pos:R:3:mulliken_charge:R:1 method="wB97M-V/def2-TZVPD" homo_energy_ev=-7.7 relative_energy_kcal_mol=85.4 energy_ev=-65341.366 fmax_ha_per_bohr=0.2184
C 3.526 1.819 -3.992 -1.130
C 2.399 0.669 -3.921 -0.172
O 2.425 0.165 -2.622 -0.719
H 4.575 1.475 -3.939 0.281
H 3.362 2.569 -3.215 0.171
H 3.549 2.414 -4.922 0.389
H 2.616 -0.003 -4.703 0.372
H 1.385 1.016 -4.118 0.162
H 1.741 -0.430 -2.504 0.187
C -3.445 0.556 -1.924 0.255
C -4.895 0.076 -2.243 -1.018
O -5.182 -1.161 -1.571 -0.502
H -3.069 1.299 -2.610 0.690
H -2.669 -0.225 -1.954 -0.255
H -3.490 1.052 -0.954 -0.366
H -5.081 0.026 -3.318 0.447
H -5.584 0.798 -1.966 0.446
H -6.012 -1.434 -1.921 0.290
C -3.484 3.216 0.735 -0.597
C -3.212 4.293 -0.396 -0.555
O -2.084 5.115 -0.114 -0.559
H -2.525 2.618 0.850 -0.141
H -4.291 2.542 0.495 0.401
H -3.702 3.670 1.728 0.452
H -4.152 4.819 -0.497 0.485
H -2.999 3.883 -1.370 0.207
H -2.251 5.835 0.544 0.315
C 5.092 0.908 -0.526 0.500
O 5.716 0.839 -1.716 -0.770
N 5.689 0.835 0.588 -0.304
N 3.814 1.015 -0.364 0.125
H 6.744 0.775 0.505 0.218
H 5.255 0.931 1.560 0.362
H 3.268 0.777 -1.278 -0.109
H 3.358 0.711 0.489 0.038
C 0.363 -4.959 0.366 0.469
O 1.050 -5.602 1.351 -0.759
N 0.326 -5.461 -0.882 -0.303
N -0.206 -3.797 0.440 0.283
H 0.725 -6.441 -1.061 0.231
H 0.152 -4.889 -1.748 0.323
H -0.233 -3.230 1.320 -0.329
H -0.529 -3.333 -0.459 0.493
C -0.605 0.350 4.515 0.504
O 0.704 0.694 5.068 -0.688
N -1.583 -0.047 5.241 -0.247
N -0.883 0.425 3.218 0.412
H -1.304 -0.310 6.185 0.299
H -2.464 -0.442 4.926 0.214
H -0.283 0.964 2.660 -0.572
H -1.836 0.186 2.764 0.237
C -0.066 -2.822 -2.490 -0.346
O 1.158 -2.211 -2.716 -0.766
N -0.481 -3.868 -3.092 -0.258
N -0.900 -2.408 -1.657 0.887
H 0.063 -4.192 -3.939 0.333
H -1.512 -4.314 -3.039 0.297
H -0.787 -1.468 -1.343 -1.293
H -1.925 -2.714 -1.815 0.350
C 3.547 0.291 3.209 -0.063
O 2.268 0.357 2.620 -0.192
N 4.517 1.148 2.854 -0.568
N 3.941 -0.684 3.918 -0.312
H 4.329 2.174 2.456 0.424
H 5.389 1.126 3.407 0.272
H 3.299 -1.497 4.203 0.292
H 4.647 -0.645 4.673 0.216
C -0.085 0.280 0.049 3.295
O -0.493 0.390 -1.304 0.813
H -0.105 -0.766 0.355 -1.102
H -0.823 0.952 0.596 -1.609
H 0.834 0.817 0.407 -0.073
H -0.508 1.285 -1.560 -0.036
C 0.069 4.018 2.020 -0.269
O 0.989 3.316 2.848 -0.415
H -0.919 4.065 2.428 0.363
H -0.049 3.549 1.059 -0.200
H 0.387 5.092 1.919 0.382
H 0.740 3.496 3.749 0.255
C -0.891 -2.998 3.776 -0.771
O -0.221 -2.191 2.897 -0.344
H -0.460 -3.153 4.790 0.303
H -1.131 -3.984 3.349 0.356
H -1.929 -2.654 4.025 0.227
H -0.466 -1.321 3.180 -0.035
C -1.788 -1.306 -5.000 -0.513
O -1.171 -0.233 -4.327 -0.513
H -1.686 -2.244 -4.512 0.130
H -1.595 -1.331 -6.093 0.300
H -2.880 -1.041 -5.087 0.215
H -1.310 -0.343 -3.413 0.136
C -3.308 -1.342 1.496 0.209
O -3.335 -0.103 2.095 -0.698
H -4.162 -1.860 1.824 0.409
H -2.366 -1.876 1.392 -0.028
H -3.626 -1.083 0.499 -0.298
H -4.086 0.412 1.795 0.288
C 2.433 -2.163 0.492 -0.336
O 3.134 -3.163 1.160 -0.650
H 3.044 -1.359 0.104 0.286
H 1.600 -1.594 0.903 -0.219
H 2.071 -2.597 -0.435 0.446
H 2.529 -3.832 1.480 0.425
C 1.061 3.365 -1.507 -0.724
O -0.430 3.225 -1.519 -0.592
H 1.622 2.526 -0.975 0.270
H 1.242 4.289 -0.812 0.304
H 1.540 3.544 -2.507 0.315
H -0.743 4.070 -1.626 0.267